Record 1
The following is a DFT calculation (ωB97M-V/def2-TZVPD) of a structure of composition C5H10N2 at a distorted geometry.

Structure (ORCA input):
```
! wB97M-V def2-TZVPD RIJCOSX def2/J DEFGRID3
* xyz 0 1
C 0.2454 -0.0074 -0.1935
C 0.5073 -1.4792 -0.4424
C 1.3322 0.9266 -0.6922
C -1.0788 0.4386 -0.3401
C -2.0607 1.1290 0.1701
N 0.2578 0.3131 1.6896
N 0.2153 -0.5747 2.4932
H 0.0221 -1.5489 2.1222
H -1.0336 0.1356 -1.6783
H 1.3584 -1.7943 0.1649
H -0.3546 -2.0965 -0.1922
H 0.7547 -1.6425 -1.4898
H 2.2400 0.7391 -0.1170
H 1.0528 1.9676 -0.5525
H 1.5393 0.7406 -1.7455
H -2.0430 1.4266 1.2083
H -2.9545 1.3266 -0.4049
*
```

Lowest unoccupied orbital energy in eV: 0.82
E_HOMO in eV: -7.6
Kohn-Sham gap in Ha: 0.308
Energy relative to the best compared isomer or geometry (same formula, charge and spin) in kcal/mol: 104.2
Total energy in Ha: -305.85784
Largest force on an atom in eV/A: 7.10

How is the electron density shared among the atoms? According to Löwdin, the charges in e are: -0.517 -0.073 -0.052 -0.224 0.011 -0.008 0.001 0.059 0.200 0.081 0.078 0.083 0.083 0.084 0.081 0.056 0.058

Record 2
The following is a DFT calculation (ωB97M-V/def2-TZVPD) of a structure of composition C27H72AsF6O27S9 at a distorted geometry.

Structure (ORCA input):
```
! wB97M-V def2-TZVPD RIJCOSX def2/J DEFGRID3
* xyz -1 1
As 0.9181 0.8461 -0.1905
F 0.2654 -0.5054 -1.2015
F 1.3212 -0.3660 1.0448
F 1.7747 2.0627 0.7458
F 0.5581 2.0095 -1.4890
F -0.6413 1.1505 0.6192
F 2.5192 0.5103 -0.9146
O -3.6735 10.3070 1.9417
S -2.9677 9.9295 0.7301
O -3.6882 9.8873 -0.5770
O -1.5774 10.8938 0.5033
C -1.4914 12.1587 1.2115
C -0.1451 12.9736 1.0749
C -2.2175 8.3220 1.0248
H -1.5967 11.9851 2.2825
H -2.3630 12.6996 0.8429
H 0.4041 12.8280 0.1447
H 0.4959 12.6243 1.8843
H -0.4902 13.9988 1.2095
H -2.9839 7.5778 1.2413
H -1.7573 8.4804 2.0001
H -1.5981 7.9647 0.2022
O 4.4337 -9.0742 5.1756
S 4.2494 -8.0961 6.1720
O 3.1809 -8.2367 7.1670
O 5.6695 -7.8962 6.9928
C 5.6987 -6.8736 8.0029
C 7.0354 -7.1116 8.7895
C 4.0693 -6.4507 5.2475
H 4.8323 -6.9550 8.6593
H 5.8329 -5.9084 7.5144
H 6.9280 -8.0257 9.3733
H 7.1977 -6.3209 9.5220
H 7.9227 -7.1912 8.1614
H 3.8118 -5.6026 5.8819
H 3.2506 -6.6029 4.5441
H 4.9150 -6.3435 4.5683
O 9.7448 -0.9002 5.1149
S 9.4442 0.5218 5.2130
O 8.2103 1.0982 5.8330
O 10.8024 1.2097 5.9116
C 12.1205 0.5929 5.9399
C 13.0184 1.6158 6.5804
C 9.6497 1.3492 3.6343
H 12.4596 0.4139 4.9196
H 11.8556 -0.3289 6.4578
H 13.9667 1.2000 6.9209
H 12.5075 2.1097 7.4070
H 13.1274 2.4985 5.9502
H 8.6478 1.3313 3.2054
H 10.3812 0.8222 3.0218
H 9.9231 2.3692 3.9046
O -12.4659 3.3990 5.0028
S -11.8498 2.2252 5.6401
O -12.5515 0.9637 5.5975
O -10.2156 2.1076 5.2063
C -9.8180 1.4625 4.0359
C -8.7756 2.2868 3.3725
C -11.5287 2.7404 7.4121
H -10.6574 1.4298 3.3413
H -9.5031 0.4305 4.1910
H -8.5164 1.9281 2.3764
H -7.9174 2.4074 4.0335
H -9.2139 3.2610 3.1560
H -11.0324 3.7099 7.3692
H -10.8391 1.9978 7.8135
H -12.5299 2.7020 7.8413
O -5.2074 -3.9088 11.4287
S -5.5780 -4.1347 10.0191
O -6.9105 -3.6930 9.6118
O -4.4670 -3.4636 8.9868
C -4.8225 -3.2488 7.5443
C -3.8871 -3.9443 6.5533
C -5.3631 -5.9362 9.5880
H -4.7587 -2.2100 7.2204
H -5.8054 -3.6828 7.3610
H -3.0358 -3.3926 6.1545
H -4.4698 -4.4013 5.7535
H -3.3890 -4.8143 6.9811
H -5.4085 -6.3217 10.6066
H -4.4270 -6.0258 9.0370
H -6.2169 -6.3183 9.0284
O 4.1444 -6.6267 -5.5574
S 3.9925 -8.0545 -5.4783
O 3.3268 -8.7874 -6.4934
O 5.4397 -8.7055 -5.2226
C 5.7201 -10.0259 -5.7438
C 7.1727 -10.3233 -5.5529
C 3.2933 -8.3794 -3.7419
H 5.5461 -10.1859 -6.8079
H 5.1307 -10.8065 -5.2628
H 7.7153 -9.4230 -5.8413
H 7.4525 -11.1673 -6.1834
H 7.4358 -10.4934 -4.5089
H 2.4399 -9.0118 -3.9866
H 2.8478 -7.4874 -3.3014
H 3.9519 -8.9408 -3.0792
O -6.3947 -5.8933 -8.7929
S -5.4871 -4.9857 -8.0936
O -5.1498 -3.6505 -8.6877
O -6.2138 -4.6519 -6.6558
C -5.8083 -3.7223 -5.7465
C -5.9916 -4.0885 -4.2319
C -3.9296 -5.8006 -7.4890
H -6.2541 -2.7963 -6.1093
H -4.7457 -3.5649 -5.9318
H -5.7203 -5.1195 -4.0051
H -6.9842 -3.7945 -3.8905
H -5.2234 -3.5890 -3.6415
H -3.4134 -6.2012 -8.3615
H -4.0884 -6.7339 -6.9488
H -3.1982 -5.1911 -6.9582
O 4.5109 9.2185 -3.5328
S 4.5098 7.8758 -4.1129
O 3.3545 7.0964 -4.6404
O 5.9068 7.7353 -5.0673
C 5.9987 6.7802 -6.0748
C 7.1499 5.8343 -5.7741
C 5.2257 6.7567 -2.8397
H 6.0981 7.1167 -7.1068
H 5.0772 6.2001 -6.0254
H 6.8759 4.9366 -6.3284
H 7.3717 5.7026 -4.7151
H 8.0836 6.1706 -6.2249
H 5.2419 5.7810 -3.3254
H 4.4604 6.7881 -2.0641
H 6.2058 7.0640 -2.4749
O -7.6189 3.7243 -12.3183
S -6.4018 4.3766 -11.8945
O -6.2556 5.8338 -12.0184
O -6.0141 4.0154 -10.3491
C -4.8658 4.6960 -9.7394
C -4.7312 4.0093 -8.3545
C -4.8833 3.5290 -12.7355
H -5.0723 5.7259 -9.4482
H -3.9192 4.6083 -10.2727
H -4.7236 2.9222 -8.4338
H -5.5670 4.3544 -7.7459
H -3.8081 4.3100 -7.8589
H -4.8413 2.5157 -12.3360
H -3.9657 4.0685 -12.5013
H -5.2015 3.3486 -13.7623
*
```

Lowest unoccupied orbital energy in eV: 1.61
E_HOMO in eV: -9.0
Kohn-Sham gap in Ha: 0.390
Energy relative to the best compared isomer or geometry (same formula, charge and spin) in kcal/mol: 202.6
Total energy in Ha: -9521.92216
Largest force on an atom in eV/A: 4.78

Löwdin population analysis, charges in e, atoms 1 to 99: 0.833 -0.320 -0.308 -0.293 -0.298 -0.297 -0.319 -0.310 0.694 -0.324 -0.284 -0.257 -0.050 -0.120 0.104 0.110 0.073 0.067 0.072 0.075 0.067 0.081 -0.272 0.641 -0.313 -0.279 -0.257 -0.062 -0.092 0.115 0.111 0.072 0.072 0.076 0.063 0.059 0.066 -0.308 0.699 -0.303 -0.328 -0.252 -0.074 -0.120 0.115 0.116 0.082 0.079 0.080 0.071 0.072 0.071 -0.318 0.688 -0.294 -0.270 -0.333 -0.075 -0.090 0.119 0.125 0.087 0.085 0.085 0.065 0.062 0.065 -0.305 0.675 -0.324 -0.291 -0.210 -0.082 -0.085 0.119 0.103 0.078 0.078 0.066 0.055 0.057 0.065 -0.280 0.616 -0.276 -0.263 -0.289 -0.081 -0.080 0.117 0.121 0.085 0.084 0.079 0.045 0.062 0.060 -0.290 0.712

Record 3
The following is a DFT calculation (ωB97M-V/def2-TZVPD) of a structure of composition C7H14ClMoN5O6Se.

Structure (ORCA input):
```
! wB97M-V def2-TZVPD RIJCOSX def2/J DEFGRID3
* xyz 2 1
Mo 2.6807 -1.9257 1.2474
N 0.8733 -0.6735 1.9066
C 0.0650 -0.2337 0.7442
C -1.2054 -1.0970 0.6249
C -2.0702 -0.9669 -0.6390
C -2.6530 0.4165 -0.9537
N -1.7271 1.2402 -1.7369
C -2.0773 2.3705 -2.3438
N -3.2627 2.9233 -2.1037
N -1.2342 2.9538 -3.1961
C 0.9204 -0.3673 -0.5051
O 0.7158 0.1424 -1.5609
O 1.9789 -1.2017 -0.3015
H 0.2813 -1.1630 2.5719
H 1.2347 0.1339 2.4114
H -0.2025 0.8174 0.8509
H -1.8206 -0.8673 1.4992
H -0.9060 -2.1448 0.7185
H -2.9142 -1.6406 -0.4936
H -1.5452 -1.3453 -1.5187
H -2.9208 0.9323 -0.0265
H -3.5653 0.2768 -1.5365
H -0.8236 0.8414 -1.9642
H -3.8919 2.5424 -1.4194
H -3.5671 3.7419 -2.6026
H -0.3880 2.4944 -3.4850
H -1.4552 3.8312 -3.6347
O 5.1663 -0.0667 3.5008
Cl 3.8625 -0.1462 3.0355
O 3.7382 0.0446 1.5679
O 3.3556 -1.6425 3.1063
O 2.9073 0.6186 3.7347
Se 2.1710 -4.3065 1.3454
C 3.7932 -3.7424 0.6845
N 4.4860 -2.7906 0.4720
*
```

Lowest unoccupied orbital energy (spin up / spin down) in eV: -8.49 / -8.49
E_HOMO (spin up / spin down) in eV: -16.3 / -16.2
Kohn-Sham gap (spin up / spin down) in Ha: 0.288 / 0.284
Total energy in Ha: -3929.39742
Largest force on an atom in eV/A: 0.61

How is the electron density shared among the atoms? According to Löwdin, the charges in e are: 1.438 0.007 -0.238 -0.122 -0.143 -0.147 0.089 -0.421 0.229 0.221 -0.444 0.162 -0.202 0.126 0.089 0.171 0.136 0.125 0.131 0.128 0.133 0.134 0.095 0.121 0.141 0.135 0.137 -0.134 0.799 -0.377 -0.474 -0.216 0.842 -0.692 0.017